1.
Here is 3 unconnected molecules or ions with the total composition C5H13N2O from the Open Molecules 2025 dataset. Energies are from ωB97M-V with the def2-TZVPD basis set.

Last column: natural (NBO) charge in e.
Positions of all 21 atoms, in Å:
O (-1.50, -0.51, 1.54)  -0.5227
C (-1.50, -0.33, 0.31)  0.4439
N (-2.00, -0.38, -0.88)  -0.2297
C (-5.35, -0.20, -0.77)  -0.8401
C (1.83, 0.34, -0.02)  -0.3590
N (2.80, 1.18, -0.63)  0.2216
C (3.95, 0.46, -0.99)  -0.5588
C (2.11, -0.26, 1.45)  -0.5776
H (-4.93, -0.20, -1.76)  0.2164
H (-6.08, -0.94, -0.67)  0.2216
H (-5.73, 0.75, -0.31)  0.2243
H (-4.45, -0.47, -0.25)  0.1866
H (0.87, 0.72, 0.10)  0.2478
H (-0.58, -0.38, -0.49)  0.3007
H (1.75, -0.62, -0.61)  0.2788
H (4.48, 0.93, -1.83)  0.3017
H (3.82, -0.67, -1.17)  0.2562
H (4.72, 0.55, -0.10)  0.3785
H (3.02, 0.06, 1.95)  0.2536
H (1.32, 0.11, 2.18)  0.2862
H (1.91, -1.41, 1.34)  0.2701

HOMO-LUMO gap: 5.41 eV
E: -382.4897 Eh
Charge: +1
Relative energy (zero: lowest compared OMol25 entry of this formula, charge and spin): 10.122 eV



2.
Here is a gas-phase ion, CH3N4Si (charge -1) from the Open Molecules 2025 dataset. Energies are from ωB97M-V with the def2-TZVPD basis set.

Last column: natural (NBO) charge in e.
Positions of all 9 atoms, in Å:
C (-0.37, -0.01, 0.00)  -0.2078
N (-2.44, -0.67, 0.07)  -0.0989
N (-1.17, -1.16, 0.07)  -0.4382
N (-1.00, 1.11, -0.05)  -0.4237
N (-2.55, 0.58, 0.01)  -0.1677
Si (1.44, 0.04, 0.03)  0.8542
H (1.99, 1.05, -1.06)  -0.1725
H (2.11, -1.41, -0.53)  -0.1777
H (1.99, 0.48, 1.46)  -0.1677

HOMO-LUMO gap: 8.51 eV
E: -548.3868 Eh
Charge: -1
Relative energy (zero: lowest compared OMol25 entry of this formula, charge and spin): 1.339 eV



3.
Here is 12 unconnected molecules or ions with the total composition C40H72O20 from the Open Molecules 2025 dataset. Energies are from ωB97M-V with the def2-TZVPD basis set.

Last column: Löwdin charge in e.
Positions of all 132 atoms, in Å:
C (1.59, -5.36, 3.33)  -0.0213
C (2.38, -4.56, 2.29)  -0.4495
O (1.73, -3.96, 1.42)  0.0077
C (3.91, -4.44, 2.40)  -0.0137
H (0.61, -5.52, 2.99)  0.0482
H (1.72, -4.78, 4.29)  0.0998
H (2.07, -6.38, 3.52)  0.1048
H (4.32, -5.49, 2.33)  0.0980
H (4.19, -4.11, 3.41)  0.0832
H (4.31, -3.88, 1.58)  0.0559
C (-0.30, 1.42, -5.92)  -0.0114
C (-0.72, 2.74, -5.27)  -0.4025
O (-1.81, 3.20, -5.60)  0.0264
C (0.28, 3.45, -4.24)  0.0262
H (0.49, 1.51, -6.63)  0.0775
H (-1.18, 0.95, -6.38)  0.0799
H (0.09, 0.89, -5.08)  0.0549
H (0.75, 2.70, -3.64)  0.0540
H (-0.28, 4.20, -3.73)  0.0651
H (1.06, 3.85, -4.86)  0.0711
C (3.44, 1.57, 0.85)  -0.0350
C (4.74, 0.82, 0.78)  -0.5331
O (5.80, 1.38, 0.78)  0.0758
C (4.49, -0.63, 0.91)  -0.0242
H (3.18, 1.93, -0.17)  0.0932
H (3.55, 2.51, 1.42)  0.0945
H (2.57, 1.03, 1.29)  0.0606
H (4.24, -0.70, 2.02)  0.1153
H (5.40, -1.26, 0.75)  0.0816
H (3.65, -0.88, 0.25)  0.0765
C (6.01, -2.82, -2.08)  0.0065
C (4.85, -1.88, -2.62)  -0.4304
O (5.03, -0.78, -3.09)  0.0755
C (3.41, -2.39, -2.54)  -0.0136
H (6.20, -2.32, -1.11)  0.0624
H (6.97, -2.78, -2.65)  0.0894
H (5.67, -3.81, -1.91)  0.0538
H (2.76, -1.71, -3.07)  0.0695
H (3.06, -2.46, -1.48)  0.0786
H (3.34, -3.43, -2.87)  0.0819
C (-0.69, -2.11, -2.44)  -0.0147
C (-0.53, -0.98, -1.53)  -0.5416
O (-0.62, 0.13, -1.97)  0.0699
C (-0.03, -1.30, -0.15)  -0.0009
H (-1.32, -1.75, -3.28)  0.1001
H (-1.17, -2.99, -1.94)  0.1057
H (0.34, -2.39, -2.77)  0.0954
H (-0.06, -0.51, 0.58)  0.0561
H (1.01, -1.65, -0.36)  0.0924
H (-0.60, -2.16, 0.24)  0.0716
C (-3.57, -4.69, 3.02)  -0.0092
C (-2.34, -4.25, 2.20)  -0.4947
O (-2.28, -4.48, 1.02)  0.0542
C (-1.38, -3.30, 2.84)  -0.0460
H (-4.23, -5.24, 2.33)  0.0916
H (-4.00, -3.76, 3.40)  0.0659
H (-3.34, -5.32, 3.85)  0.0680
H (-1.98, -2.39, 2.79)  0.0843
H (-0.39, -3.23, 2.30)  0.0868
H (-1.33, -3.51, 3.86)  0.0524
C (-3.48, -0.21, 0.95)  -0.0196
C (-4.70, -1.02, 1.28)  -0.4752
O (-4.73, -1.57, 2.34)  0.0529
C (-5.68, -1.08, 0.09)  0.0126
H (-2.88, -0.87, 0.32)  0.0782
H (-2.86, 0.05, 1.88)  0.1051
H (-3.64, 0.70, 0.32)  0.0586
H (-5.17, -0.88, -0.85)  0.0792
H (-6.37, -0.27, 0.28)  0.0867
H (-6.24, -1.98, 0.21)  0.0742
C (1.30, 0.48, 3.78)  -0.0198
C (1.50, -1.01, 4.02)  -0.5075
O (2.55, -1.57, 3.87)  0.0699
C (0.36, -1.59, 4.80)  -0.0351
H (1.00, 0.97, 4.70)  0.0768
H (0.40, 0.54, 3.12)  0.0857
H (2.21, 1.09, 3.49)  0.0951
H (0.43, -2.71, 4.94)  0.0822
H (-0.61, -1.25, 4.42)  0.0673
H (0.59, -1.16, 5.83)  0.1195
C (-4.00, 0.90, -4.76)  0.0039
C (-3.61, 1.72, -3.55)  -0.3414
C (-3.94, 3.16, -3.55)  -0.0597
O (-4.45, 3.37, -2.21)  0.0617
C (-4.62, 2.21, -1.56)  -0.5354
O (-4.94, 2.04, -0.44)  0.1454
O (-4.33, 1.17, -2.44)  0.0537
H (-3.25, 0.92, -5.52)  0.0533
H (-4.91, 1.25, -5.19)  0.0822
H (-4.09, -0.13, -4.39)  0.0939
H (-2.58, 1.51, -3.32)  0.1296
H (-4.74, 3.37, -4.23)  0.1331
H (-3.10, 3.89, -3.66)  0.1306
C (-4.40, 0.69, 6.77)  0.0006
C (-4.18, 0.59, 5.20)  -0.2786
C (-4.86, 1.68, 4.36)  -0.0715
O (-3.79, 2.32, 3.65)  0.0534
C (-2.64, 2.00, 4.30)  -0.5765
O (-1.64, 2.63, 4.16)  0.1491
O (-2.81, 0.90, 5.04)  0.0553
H (-5.45, 0.42, 6.98)  0.0824
H (-4.22, 1.70, 6.97)  0.0614
H (-3.80, -0.12, 7.27)  0.1030
H (-4.34, -0.45, 4.82)  0.1509
H (-5.46, 2.43, 4.85)  0.1301
H (-5.57, 1.28, 3.66)  0.1235
C (6.70, 2.25, -2.42)  -0.0132
C (5.78, 2.64, -3.60)  -0.2419
C (6.08, 1.88, -4.92)  -0.1081
O (4.86, 1.34, -5.40)  0.0544
C (3.92, 1.45, -4.40)  -0.6123
O (2.85, 0.98, -4.46)  0.1538
O (4.38, 2.20, -3.39)  0.0643
H (6.53, 1.24, -2.21)  0.0456
H (6.72, 2.93, -1.56)  0.0905
H (7.71, 2.30, -2.82)  0.0843
H (5.76, 3.71, -3.70)  0.1381
H (6.83, 1.09, -4.74)  0.1315
H (6.51, 2.60, -5.65)  0.1364
C (0.04, 2.53, -0.01)  -0.0134
C (-1.49, 2.78, -0.15)  -0.3152
C (-2.12, 3.51, 1.06)  -0.0067
O (-2.48, 4.83, 0.46)  0.0925
C (-2.32, 4.81, -0.85)  -0.5746
O (-2.54, 5.70, -1.58)  0.1837
O (-1.80, 3.57, -1.28)  0.0459
H (0.43, 2.12, -0.93)  0.0659
H (0.05, 1.68, 0.66)  0.0546
H (0.59, 3.37, 0.31)  0.0792
H (-1.83, 1.77, -0.25)  0.1024
H (-1.39, 3.61, 1.83)  0.1116
H (-3.04, 3.02, 1.38)  0.1097

HOMO-LUMO gap: 9.56 eV
E: -3072.1237 Eh
SMILES: C[C@H]1COC(=O)O1.C[C@H]1COC(=O)O1.C[C@H]1COC(=O)O1.C[C@H]1COC(=O)O1.CC(C)=O.CC(C)=O.CC(C)=O.CC(C)=O.CC(C)=O.CC(C)=O.CC(C)=O.CC(C)=O
Charge: 0
Relative energy (zero: lowest compared OMol25 entry of this formula, charge and spin): 1.125 eV



4.
Here is a molecular structure, C48H56HgN9O2PSTe from the Open Molecules 2025 dataset. Energies are from ωB97M-V with the def2-TZVPD basis set.

Last column: Löwdin charge in e.
Positions of all 119 atoms, in Å:
Hg (-0.42, 0.30, 0.54)  1.1690
C (-1.18, 3.31, -4.33)  -0.0197
N (-1.60, 2.95, -2.98)  -0.1284
C (-2.90, 2.78, -2.57)  -0.0529
C (-2.84, 2.42, -1.25)  -0.1078
N (-1.53, 2.35, -0.86)  0.0153
C (-0.81, 2.67, -1.91)  -0.4843
P (1.02, 2.77, -1.90)  1.1551
C (1.29, 2.81, -0.08)  -0.4412
N (0.96, 1.93, 0.86)  -0.0858
C (1.44, 2.39, 2.06)  -0.0956
C (2.08, 3.57, 1.85)  -0.0286
N (1.98, 3.82, 0.50)  -0.1292
C (2.51, 5.00, -0.16)  -0.0336
C (1.49, 1.05, -2.27)  -0.4794
N (1.24, 0.02, -1.49)  0.0277
C (1.79, -1.08, -2.10)  -0.1303
C (2.38, -0.69, -3.27)  -0.0452
N (2.19, 0.66, -3.37)  -0.1321
C (2.66, 1.48, -4.48)  -0.0369
H (-1.77, 2.75, -5.05)  0.0970
H (-0.13, 3.06, -4.46)  0.0578
H (-1.32, 4.38, -4.50)  0.0949
H (-3.73, 2.93, -3.23)  0.1199
H (-3.64, 2.17, -0.58)  0.1002
H (1.31, 1.84, 2.98)  0.0464
H (2.59, 4.23, 2.52)  0.1247
H (2.91, 5.67, 0.60)  0.0904
H (1.73, 5.52, -0.71)  0.0846
H (3.31, 4.73, -0.85)  0.0873
H (1.71, -2.06, -1.65)  0.0251
H (2.89, -1.26, -4.03)  0.1224
H (3.68, 1.20, -4.74)  0.0927
H (2.64, 2.53, -4.19)  0.0576
H (2.02, 1.34, -5.36)  0.0922
C (-3.30, -3.13, 3.69)  -0.0876
C (-2.10, -4.07, 3.76)  -0.2190
C (-1.04, -3.80, 2.70)  -0.1992
N (-0.34, -2.56, 3.01)  0.0324
C (0.77, -2.16, 2.42)  -0.8880
S (1.52, -2.95, 1.18)  0.6954
N (1.23, -0.89, 2.84)  0.0806
C (1.30, -0.32, 4.09)  -0.3921
O (1.61, 0.85, 4.20)  0.0452
C (1.01, -1.17, 5.28)  -0.1587
C (1.48, -2.48, 5.37)  -0.0268
C (1.24, -3.21, 6.52)  -0.0641
C (0.53, -2.65, 7.57)  -0.0743
C (0.06, -1.34, 7.48)  -0.0677
C (0.32, -0.60, 6.34)  -0.0168
H (-4.10, -3.48, 4.35)  0.0726
H (-3.68, -3.06, 2.68)  0.0546
H (-3.05, -2.12, 4.02)  0.0600
H (-2.42, -5.10, 3.64)  0.1086
H (-1.62, -4.01, 4.75)  0.0997
H (-1.48, -3.70, 1.70)  0.0809
H (-0.31, -4.61, 2.66)  0.1101
H (-0.76, -1.96, 3.71)  0.1260
H (1.74, -0.38, 2.13)  0.1004
H (2.04, -2.92, 4.55)  0.1190
H (1.61, -4.23, 6.60)  0.1083
H (0.33, -3.23, 8.46)  0.1050
H (-0.49, -0.90, 8.30)  0.1054
H (-0.02, 0.42, 6.25)  0.1200
C (0.85, -9.67, 1.06)  -0.0555
C (0.50, -8.35, 0.43)  -0.2742
C (1.47, -7.48, -0.03)  -0.0275
C (1.16, -6.25, -0.61)  -0.3054
C (2.33, -5.40, -1.04)  -0.1211
C (-0.19, -5.88, -0.75)  -0.3768
Te (-0.77, -3.91, -1.36)  1.4661
N (-1.52, -1.34, 0.39)  -0.2167
C (-2.75, -1.41, 0.87)  -0.7193
O (-3.50, -2.40, 0.70)  -0.1023
C (-3.42, -0.27, 1.64)  -0.1947
C (-4.74, 0.04, 1.31)  -0.0422
C (-5.41, 1.07, 1.96)  -0.0931
C (-4.79, 1.77, 2.99)  -0.1068
C (-3.50, 1.43, 3.36)  -0.0946
C (-2.82, 0.42, 2.69)  -0.1057
C (-1.42, -4.34, -3.37)  -0.3761
C (-2.79, -4.27, -3.66)  -0.3002
C (-3.85, -3.92, -2.64)  -0.0832
C (-3.22, -4.50, -4.97)  -0.0288
C (-2.34, -4.80, -5.99)  -0.2774
C (-2.83, -5.06, -7.39)  -0.0568
C (-0.99, -4.83, -5.70)  -0.0331
C (-0.51, -4.59, -4.41)  -0.2990
C (0.98, -4.65, -4.21)  -0.0760
C (-1.19, -6.75, -0.28)  -0.2997
C (-2.66, -6.44, -0.39)  -0.0785
C (-0.83, -7.97, 0.29)  -0.0269
H (1.93, -9.75, 1.22)  0.0699
H (0.54, -10.51, 0.43)  0.0791
H (0.35, -9.79, 2.02)  0.0769
H (2.52, -7.75, 0.08)  0.1155
H (2.83, -5.85, -1.89)  0.0799
H (3.05, -5.33, -0.23)  0.0710
H (2.02, -4.40, -1.31)  -0.0228
H (-5.22, -0.54, 0.54)  0.1147
H (-6.43, 1.31, 1.68)  0.0970
H (-5.32, 2.56, 3.51)  0.0940
H (-3.01, 1.96, 4.17)  0.0954
H (-1.81, 0.15, 3.00)  0.0683
H (-3.47, -3.34, -1.80)  0.0172
H (-4.31, -4.82, -2.23)  0.0744
H (-4.65, -3.34, -3.12)  0.0762
H (-4.28, -4.44, -5.18)  0.1129
H (-3.91, -4.98, -7.45)  0.0699
H (-2.55, -6.06, -7.73)  0.0782
H (-2.40, -4.35, -8.10)  0.0763
H (-0.27, -5.03, -6.49)  0.1143
H (1.50, -4.44, -5.15)  0.0732
H (1.29, -5.64, -3.87)  0.0830
H (1.30, -3.93, -3.45)  0.0207
H (-2.90, -5.43, -0.06)  0.0466
H (-3.25, -7.15, 0.19)  0.0744
H (-2.98, -6.51, -1.44)  0.0753
H (-1.62, -8.63, 0.64)  0.1142

HOMO-LUMO gap: 6.40 eV
E: -3666.9395 Eh
Charge: 0
Relative energy (zero: lowest compared OMol25 entry of this formula, charge and spin): 1.761 eV